Entry 1:
Entry from OMol25: 5 unconnected molecules or ions with the total composition C3H16NO5S (ωB97M-V/def2-TZVPD).

CARTESIAN COORDINATES (ANGSTROEM)
C: -0.287 1.363 2.084
O: -0.580 1.960 0.863
C: -0.338 -0.182 2.044
C: 0.407 -0.678 0.810
S: 0.913 -2.485 0.841
N: -1.762 -0.549 2.163
H: 0.782 1.623 2.302
H: -0.912 1.782 2.880
H: 0.101 -0.655 2.931
H: 1.389 -0.223 0.750
H: -0.267 -0.369 0.021
H: 1.457 -2.430 -0.369
H: -1.832 -1.538 2.354
H: -2.335 -0.312 1.357
H: 1.321 -1.317 -2.877
H: 1.061 -0.337 -1.741
O: 1.494 -1.197 -1.936
H: 0.897 2.087 -0.213
H: 0.234 2.408 -1.446
O: 1.145 2.267 -1.157
H: 0.429 0.953 -3.338
H: -0.918 0.971 -2.652
O: -0.447 0.590 -3.454
H: -2.586 1.029 -1.171
H: -1.359 1.377 -0.142
O: -1.623 0.984 -1.142

Output
Lowest unoccupied orbital energy, eV: 3.22
HOMO energy, eV: -4.844
Gap between HOMO and LUMO, Eh: 0.2964
Net charge: -1
Spin multiplicity: 1



Entry 2:
Entry from OMol25: 6 unconnected molecules or ions with the total composition CH14O6 (ωB97M-V/def2-TZVPD).

CARTESIAN COORDINATES (ANGSTROEM)
C: 0.712 0.669 2.018
O: -0.588 0.933 1.602
H: 0.968 1.490 2.750
H: 0.549 -0.308 2.425
H: 1.548 0.651 1.298
H: -0.698 1.664 0.948
H: 0.391 0.176 -3.500
H: -0.186 0.613 -2.106
O: -0.237 0.761 -2.993
H: 0.821 -1.454 -1.051
H: 2.040 -0.967 -0.509
O: 1.381 -0.603 -1.028
H: -0.070 -3.647 -1.443
H: -0.590 -2.509 -0.237
O: 0.120 -2.795 -0.972
H: -1.048 3.550 0.298
H: -0.582 2.669 -1.014
O: -0.330 3.025 -0.058
H: -2.095 -1.543 1.489
H: -0.857 -0.720 1.003
O: -1.249 -1.656 1.082

Output
Lowest unoccupied orbital energy (alpha / beta), eV: -3.47 / -10.44
HOMO energy (alpha / beta), eV: -14.341 / -14.337
Gap between HOMO and LUMO (alpha / beta), Eh: 0.3996 / 0.1434
Net charge: +1
Spin multiplicity: 2



Entry 3:
Entry from OMol25: 11 unconnected molecules or ions with the total composition C63H119N5O23 (ωB97M-V/def2-TZVPD).

CARTESIAN COORDINATES (ANGSTROEM)
C: -1.280 -2.613 -5.501
C: -1.038 -1.170 -4.916
C: -0.054 -1.213 -3.646
C: 1.330 -1.719 -3.998
C: 1.862 -0.752 -5.026
C: 1.009 -0.461 -6.312
N: -0.375 -0.229 -5.877
O: -1.217 0.285 -6.863
C: 1.712 0.775 -6.847
C: 1.166 -1.710 -7.302
C: -2.397 -0.557 -4.496
H: -0.329 -3.144 -5.542
H: -1.592 -2.412 -6.526
H: -2.035 -3.281 -5.088
H: 0.007 -0.338 -2.999
H: -0.522 -1.928 -2.969
H: 1.337 -2.713 -4.447
H: 1.968 -1.756 -3.115
H: 2.851 -1.139 -5.272
H: 1.854 0.195 -4.488
H: 2.785 0.584 -6.854
H: 1.271 0.911 -7.835
H: 1.630 1.695 -6.268
H: 1.842 -1.376 -8.089
H: 1.558 -2.609 -6.826
H: 0.217 -1.986 -7.761
H: -2.334 0.530 -4.450
H: -2.731 -0.961 -3.541
H: -3.148 -0.935 -5.190
H: -1.324 1.185 -6.546
C: 0.413 3.063 3.650
C: -0.067 4.180 2.683
C: -0.956 5.075 3.560
C: -1.091 6.478 3.031
C: 0.278 7.145 2.674
C: 1.056 6.274 1.669
N: 1.087 4.876 2.139
O: 1.774 3.983 1.215
C: 0.449 6.484 0.235
C: 2.502 6.706 1.691
C: -1.032 3.635 1.555
H: 0.882 2.223 3.136
H: -0.359 2.622 4.280
H: 1.145 3.584 4.267
H: -1.990 4.730 3.587
H: -0.559 5.054 4.574
H: -1.500 7.125 3.807
H: -1.641 6.494 2.091
H: 0.837 7.366 3.583
H: 0.037 8.129 2.273
H: 0.860 5.737 -0.443
H: -0.632 6.509 0.097
H: 0.724 7.501 -0.046
H: 2.959 6.485 2.655
H: 3.108 6.285 0.889
H: 2.634 7.769 1.486
H: -0.539 3.098 0.745
H: -1.631 4.480 1.215
H: -1.721 2.886 1.943
H: 2.641 3.824 1.595
C: -2.938 -1.810 4.563
C: -3.870 -0.654 5.046
C: -4.807 -0.382 3.869
C: -6.074 0.465 4.144
C: -6.905 -0.232 5.259
C: -6.006 -0.534 6.527
N: -4.657 -1.105 6.199
O: -3.952 -1.744 7.125
C: -5.853 0.710 7.365
C: -6.805 -1.647 7.324
C: -3.074 0.647 5.343
H: -2.093 -1.993 5.227
H: -2.340 -1.623 3.671
H: -3.446 -2.771 4.484
H: -4.254 0.050 3.035
H: -5.262 -1.273 3.435
H: -6.749 0.579 3.296
H: -5.766 1.422 4.567
H: -7.282 -1.158 4.824
H: -7.801 0.365 5.428
H: -6.770 1.084 7.821
H: -5.228 0.522 8.238
H: -5.399 1.539 6.822
H: -6.278 -1.793 8.267
H: -7.888 -1.522 7.305
H: -6.676 -2.582 6.778
H: -2.259 0.707 4.621
H: -2.738 0.476 6.365
H: -3.648 1.572 5.394
H: -3.578 -1.004 7.609
C: -5.199 -6.077 0.755
C: -4.856 -4.645 0.142
C: -4.116 -3.704 1.215
C: -2.630 -3.854 1.404
C: -1.966 -4.051 0.006
C: -2.556 -5.020 -1.002
N: -4.009 -4.865 -1.141
O: -4.681 -5.579 -2.091
C: -1.982 -4.686 -2.383
C: -2.174 -6.456 -0.519
C: -6.183 -3.956 -0.219
H: -5.841 -6.660 0.095
H: -5.784 -5.952 1.666
H: -4.269 -6.549 1.069
H: -4.500 -2.687 1.294
H: -4.392 -3.969 2.235
H: -2.484 -4.721 2.048
H: -2.118 -2.995 1.836
H: -0.889 -4.028 -0.163
H: -2.119 -3.080 -0.466
H: -2.074 -3.623 -2.604
H: -0.941 -5.008 -2.416
H: -2.479 -5.303 -3.132
H: -2.087 -6.692 0.541
H: -2.802 -7.136 -1.095
H: -1.141 -6.710 -0.756
H: -6.949 -4.279 0.486
H: -6.579 -4.400 -1.133
H: -6.114 -2.868 -0.249
H: -4.837 -4.965 -2.813
C: 4.615 2.284 -5.273
C: 5.497 1.570 -4.196
C: 4.821 1.691 -2.756
C: 5.308 0.727 -1.611
C: 5.515 -0.646 -2.152
C: 6.260 -0.788 -3.542
N: 5.787 0.182 -4.501
O: 6.332 0.027 -5.666
C: 7.752 -0.533 -3.239
C: 6.056 -2.179 -4.208
C: 6.794 2.431 -4.041
H: 4.333 3.318 -5.075
H: 3.671 1.757 -5.139
H: 5.044 2.197 -6.271
H: 4.924 2.686 -2.324
H: 3.745 1.545 -2.861
H: 4.524 0.645 -0.858
H: 6.177 1.167 -1.122
H: 4.530 -1.091 -2.292
H: 5.959 -1.189 -1.318
H: 8.026 0.292 -2.581
H: 8.184 -1.418 -2.774
H: 8.330 -0.532 -4.163
H: 4.978 -2.231 -4.362
H: 6.672 -2.356 -5.090
H: 6.363 -2.935 -3.486
H: 7.515 2.306 -4.849
H: 7.404 2.275 -3.151
H: 6.588 3.501 -4.076
H: 5.774 -0.599 -6.132
C: -4.163 -0.358 -0.920
C: -4.147 0.364 0.405
O: -3.516 1.572 0.004
C: -3.240 1.569 -1.284
O: -2.530 2.372 -1.943
O: -3.837 0.573 -1.847
H: -5.151 -0.756 -1.154
H: -3.296 -1.011 -1.008
H: -3.626 -0.298 1.096
H: -5.159 0.622 0.717
C: 1.844 0.588 0.392
C: 0.937 1.091 -0.766
O: -0.325 0.436 -0.557
C: -0.319 -0.030 0.725
O: -1.297 -0.502 1.308
O: 0.879 0.110 1.297
H: 2.465 1.384 0.803
H: 2.477 -0.209 0.001
H: 1.303 0.768 -1.740
H: 0.736 2.149 -0.595
C: -0.318 4.228 -3.803
C: 0.310 2.919 -4.198
O: 1.596 2.968 -3.671
C: 1.853 4.158 -3.119
O: 2.941 4.564 -2.624
O: 0.742 4.980 -3.146
H: -1.203 4.161 -3.171
H: -0.530 4.857 -4.668
H: 0.357 2.985 -5.285
H: -0.241 2.011 -3.954
C: 1.269 -0.537 4.734
C: 1.858 -1.579 5.658
O: 2.024 -0.893 6.879
C: 1.576 0.426 6.699
O: 1.596 1.319 7.562
O: 1.157 0.617 5.538
H: 0.417 -0.902 4.160
H: 1.886 -0.265 3.877
H: 2.834 -1.883 5.281
H: 1.166 -2.410 5.795
C: 1.779 -4.102 -0.419
C: 3.135 -3.674 -1.053
O: 3.383 -2.590 -0.206
C: 2.716 -2.705 0.934
O: 2.986 -2.145 1.969
O: 1.604 -3.297 0.683
H: 1.842 -5.184 -0.304
H: 0.987 -3.808 -1.107
H: 3.197 -3.387 -2.102
H: 3.914 -4.431 -0.964
C: 5.051 0.654 4.385
C: 5.384 -0.283 3.359
O: 5.562 0.562 2.211
C: 4.797 1.647 2.448
O: 4.590 2.519 1.580
O: 4.438 1.715 3.718
H: 5.994 1.053 4.759
H: 4.327 0.271 5.104
H: 4.620 -1.060 3.398
H: 6.357 -0.769 3.434

Output
Lowest unoccupied orbital energy (alpha / beta), eV: 1.76 / 1.73
HOMO energy (alpha / beta), eV: 0.116 / -5.844
Gap between HOMO and LUMO (alpha / beta), Eh: 0.0604 / 0.2784
Net charge: -1
Spin multiplicity: 2



Entry 4:
Entry from OMol25: 2 unconnected molecules or ions with the total composition C27H49F3I2N3O9S (ωB97M-V/def2-TZVPD).

CARTESIAN COORDINATES (ANGSTROEM)
C: -1.498 4.078 -4.824
C: -1.073 3.554 -3.466
C: -1.353 2.054 -3.318
C: -1.638 1.755 -1.838
O: -0.683 2.432 -1.025
C: 0.349 1.663 -0.418
N: 0.832 2.571 0.582
C: 1.363 1.358 -1.576
C: 2.858 1.629 -1.357
C: 3.677 0.816 -2.369
C: 5.022 0.370 -1.844
O: 4.856 -0.517 -0.742
C: 5.375 -0.071 0.426
O: 6.361 -0.558 0.926
C: -0.167 0.423 0.372
C: 1.020 -0.527 0.700
I: 0.967 -0.987 2.852
C: 1.588 -1.668 -0.202
C: 0.769 -2.500 -1.150
I: 2.580 -3.111 1.098
N: -1.565 -0.013 -0.054
C: -2.472 0.885 0.739
C: -3.940 0.909 0.360
O: -4.420 1.425 -0.607
O: -4.767 0.269 1.299
C: -5.367 1.204 2.188
C: -4.520 1.779 3.282
O: -6.533 1.510 2.048
C: -2.015 -1.407 0.194
C: -1.854 -2.035 1.577
O: -0.892 -3.061 1.445
C: -3.157 -2.683 2.049
N: -3.105 -3.069 3.467
C: -1.696 0.271 -1.548
C: -2.886 -0.358 -2.280
C: -2.572 -1.609 -3.097
O: -3.785 -2.267 -3.342
C: -1.924 -1.303 -4.443
F: -2.543 -0.358 -5.128
F: -0.632 -0.982 -4.276
F: -1.938 -2.413 -5.191
H: -2.489 3.732 -5.083
H: -0.843 3.765 -5.621
H: -1.554 5.156 -4.809
H: -0.016 3.715 -3.332
H: -1.612 4.108 -2.715
H: -0.499 1.477 -3.637
H: -2.220 1.850 -3.925
H: -2.582 2.242 -1.649
H: 1.506 2.155 1.206
H: 1.173 3.415 0.153
H: 1.236 0.382 -2.025
H: 1.115 2.049 -2.362
H: 3.054 2.663 -1.593
H: 3.172 1.481 -0.336
H: 3.161 -0.082 -2.688
H: 3.817 1.418 -3.254
H: 5.511 -0.173 -2.636
H: 5.634 1.236 -1.616
H: 4.857 0.746 0.945
H: -0.296 0.858 1.345
H: 1.845 0.140 0.795
H: 2.436 -1.276 -0.725
H: 0.247 -1.962 -1.934
H: 1.440 -3.162 -1.674
H: 0.061 -3.159 -0.677
H: -2.393 0.619 1.776
H: -2.109 1.902 0.708
H: -3.546 2.114 2.950
H: -4.378 1.075 4.091
H: -5.025 2.635 3.684
H: -3.078 -1.484 0.027
H: -1.636 -2.114 -0.514
H: -1.603 -1.336 2.371
H: -1.198 -3.861 1.875
H: -3.321 -3.592 1.480
H: -4.014 -2.046 1.872
H: -3.529 -2.346 4.034
H: -2.134 -3.076 3.755
H: -0.814 -0.163 -1.991
H: -3.733 -0.632 -1.674
H: -3.305 0.336 -2.987
H: -1.895 -2.288 -2.590
H: -3.696 -3.204 -3.186
C: 6.070 -0.334 5.691
S: 5.142 -1.754 5.108
O: 3.724 -1.315 4.944
C: 5.225 -2.664 6.654
H: 6.103 0.393 4.888
H: 5.573 0.094 6.562
H: 7.083 -0.644 5.943
H: 4.787 -2.068 7.455
H: 6.265 -2.898 6.878
H: 4.662 -3.586 6.531

Output
Lowest unoccupied orbital energy, eV: -2.99
HOMO energy, eV: -10.587
Gap between HOMO and LUMO, Eh: 0.2793
Net charge: +1
Spin multiplicity: 1



Entry 5:
Entry from OMol25: a single C4H2N2O5 molecule (ωB97M-V/def2-TZVPD).

CARTESIAN COORDINATES (ANGSTROEM)
C: 1.069 1.096 -0.079
C: 1.294 -1.336 -0.036
C: -0.179 1.367 0.073
C: 0.090 -1.720 0.222
N: -1.047 2.438 -0.125
N: -1.101 -2.304 0.281
O: -1.195 2.812 -1.276
O: -1.451 3.171 0.814
O: -1.621 -2.499 1.410
O: -1.539 -2.746 -0.804
O: 1.843 -0.031 -0.029
H: 1.825 1.800 -0.370
H: 2.010 -2.048 -0.080

Output
Lowest unoccupied orbital energy (alpha / beta), eV: -3.09 / -3.16
HOMO energy (alpha / beta), eV: -10.655 / -10.581
Gap between HOMO and LUMO (alpha / beta), Eh: 0.2779 / 0.2728
Net charge: 0
Spin multiplicity: 1



Ordered energy results: -25934.732 -13537.803 -121792.225 -86870.306 -17384.073; unit eV.